[1]
The following is a DFT calculation (ωB97M-V/def2-TZVPD) of a cluster of 2 separate species, C20H27Cl2FIN2O2 in total at a distorted geometry.

Results
Orbital gap   3.882 eV
HOMO   -2.68 eV
Electronic energy   -64108.426 eV
Total charge   -1

Positions of all 55 atoms, in Å:
C  3.15  -1.16  4.37
C  -3.99  0.42  -2.33
N  -2.35  2.11  2.45
F  -2.64  2.34  4.84
O  -0.97  -4.31  -1.01
C  -1.86  1.73  -0.04
H  1.87  -1.88  -2.97
H  -4.99  0.46  -2.90
C  3.24  2.56  0.09
C  0.02  1.14  1.77
C  3.26  1.46  1.26
C  -0.36  1.46  4.07
C  -0.30  -3.08  -0.62
C  -0.13  -2.12  -1.93
O  3.51  -1.64  3.18
H  -3.42  -0.56  -2.55
Cl  1.95  3.88  0.35
H  0.99  0.48  -3.16
H  2.85  -0.09  4.42
H  -2.93  -4.96  -0.30
Cl  0.18  1.37  5.82
H  3.13  2.14  -0.96
C  -1.52  1.34  -2.77
C  -1.00  1.26  -1.24
N  0.57  1.03  3.09
H  2.92  -0.38  0.04
H  -0.25  -2.84  -2.83
H  -0.99  -1.38  -2.01
H  -2.78  -4.43  -2.05
H  2.45  0.46  -2.04
C  -3.09  1.62  -2.90
H  3.90  -1.20  5.18
I  -3.56  1.83  -5.05
H  0.72  -3.38  -0.18
H  -1.14  0.47  -3.41
H  2.78  1.96  2.18
C  2.39  0.13  0.91
C  0.91  0.66  0.56
H  -2.79  -3.15  -0.67
H  2.29  -0.54  1.86
C  1.34  0.15  -2.12
H  -2.92  2.12  -0.27
C  -1.79  1.97  3.74
H  2.28  -1.63  4.87
H  -0.90  -2.58  0.21
H  -3.38  2.64  -2.44
H  -0.99  2.28  -3.21
C  0.45  0.68  -0.91
H  -4.20  0.61  -1.23
C  1.34  -1.47  -2.04
H  4.36  1.21  1.47
H  1.93  -1.85  -1.13
C  -2.41  -4.18  -0.98
C  -1.40  1.67  1.47
H  4.25  3.14  0.09

The computed Löwdin charges, all in e, follow: number 1, C, carries -0.52; number 2, C, carries -0.18; number 3, N, carries 0.14; number 4, F, carries -0.03; number 5, O, carries -0.25; number 6, C, carries 0.03; number 7, H, carries 0.11; number 8, H, carries 0.05; number 9, C, carries -0.53; number 10, C, carries -0.12; number 11, C, carries -0.22; number 12, C, carries -0.50; number 13, C, carries -0.19; number 14, C, carries -0.15; number 15, O, carries -0.42; number 16, H, carries 0.08; number 17, Cl, carries 0.44; number 18, H, carries 0.10; number 19, H, carries 0.01; number 20, H, carries 0.09; number 21, Cl, carries 0.57; number 22, H, carries 0.05; number 23, C, carries -0.26; number 24, C, carries -0.09; number 25, N, carries 0.12; number 26, H, carries 0.10; number 27, H, carries 0.12; number 28, H, carries 0.08; number 29, H, carries 0.09; number 30, H, carries 0.10; number 31, C, carries -0.75; number 32, H, carries 0.02; number 33, I, carries 0.70; number 34, H, carries 0.14; number 35, H, carries 0.10; number 36, H, carries 0.10; number 37, C, carries -0.14; number 38, C, carries -0.06; number 39, H, carries 0.09; number 40, H, carries 0.09; number 41, C, carries -0.16; number 42, H, carries 0.08; number 43, C, carries -0.20; number 44, H, carries 0.03; number 45, H, carries 0.12; number 46, H, carries 0.09; number 47, H, carries 0.12; number 48, C, carries -0.09; number 49, H, carries 0.07; number 50, C, carries -0.18; number 51, H, carries 0.12; number 52, H, carries 0.10; number 53, C, carries -0.14; number 54, C, carries -0.15; number 55, H, carries 0.07

=====

[2]
The following is a DFT calculation (ωB97M-V/def2-TZVPD) of a cluster of 6 separate species, C41H50FINO in total at a distorted geometry.

Results
Orbital gap (alpha / beta)   9.204 / 8.900 eV
HOMO (alpha / beta)   -9.11 / -9.17 eV
Multiplicity   2
Electronic energy   -57680.790 eV

Positions of all 95 atoms, in Å:
H  0.23  0.64  1.03
H  -0.70  2.31  -5.01
C  -2.08  2.45  11.85
C  5.20  0.57  -7.01
H  -4.46  1.30  0.89
C  0.41  -4.59  -5.44
H  1.21  -6.27  -0.79
C  -2.41  1.16  -1.02
C  2.35  2.49  6.11
C  0.11  2.17  5.28
H  -1.01  -2.91  -2.27
C  0.61  0.85  -3.44
H  0.02  -6.15  -2.95
H  2.39  0.93  3.10
H  6.43  1.65  -8.39
C  -1.44  3.29  9.69
F  -4.00  2.66  -2.18
N  0.02  2.72  -1.77
H  -2.50  1.04  -3.20
H  3.76  1.90  -4.24
H  4.90  3.92  -5.09
H  -0.04  3.37  1.56
H  -3.17  -8.51  -1.33
C  -2.34  1.20  11.29
C  2.86  1.87  4.97
H  -0.06  1.18  3.38
C  -0.18  2.24  -0.37
H  -1.40  -0.17  -2.50
C  0.25  -6.76  -0.91
H  -1.98  -8.61  0.84
H  -0.40  3.69  -3.93
H  1.66  1.07  0.08
H  -5.75  2.09  -0.08
H  -4.44  0.69  -1.65
H  -1.92  2.01  0.98
H  0.96  0.06  -2.73
H  -2.24  2.60  12.91
C  -1.54  -8.08  0.01
C  0.98  2.64  6.26
H  -2.05  2.98  -3.92
C  1.27  -4.14  -4.45
H  1.44  -3.19  -2.53
H  0.18  4.34  0.05
C  5.74  2.91  -6.79
H  1.56  3.34  0.61
C  0.62  1.55  4.15
H  -0.96  2.29  5.41
H  0.58  3.13  7.15
C  -1.64  -7.33  -2.28
C  -0.31  -7.45  0.16
H  -1.64  -4.80  -6.06
H  -1.09  4.10  9.07
C  0.76  -3.54  -3.31
H  5.28  -0.36  -7.55
C  -3.92  1.61  -1.27
C  4.45  0.64  -5.84
C  5.85  1.71  -7.48
H  -2.69  0.39  11.92
C  -0.49  1.80  -2.81
H  -2.15  3.25  -0.30
C  0.56  0.91  -0.01
H  0.09  0.30  -4.26
C  -0.41  -6.69  -2.13
C  -4.65  2.01  0.06
C  -2.21  -8.02  -1.21
C  1.99  1.40  3.99
H  -1.52  1.88  8.07
H  3.02  2.85  6.88
H  2.34  -4.27  -4.57
H  1.44  1.41  -3.93
H  6.25  3.79  -7.17
H  0.80  -5.06  -6.34
H  0.21  -7.50  1.11
C  -1.68  2.04  9.13
H  -4.28  3.01  0.36
C  -1.64  3.49  11.05
C  -1.72  2.24  -0.09
H  3.93  1.75  4.85
H  3.95  -0.24  -5.46
C  -1.48  -3.84  -4.15
O  1.31  2.90  -1.90
H  0.30  0.04  -0.65
H  -2.16  -7.28  -3.23
H  -1.45  4.46  11.49
I  -2.62  -0.82  -0.05
C  0.46  3.38  0.56
H  -2.33  0.02  9.50
C  -2.13  0.99  9.93
C  4.99  2.98  -5.63
C  -0.61  -3.38  -3.16
C  -0.97  -4.44  -5.29
C  -0.97  2.73  -4.02
C  4.35  1.84  -5.15
H  -2.55  -3.72  -4.03
C  -1.72  0.89  -2.42

The computed Löwdin charges, all in e, follow: number 1, H, carries 0.07; number 2, H, carries 0.08; number 3, C, carries -0.10; number 4, C, carries -0.10; number 5, H, carries 0.05; number 6, C, carries -0.10; number 7, H, carries 0.10; number 8, C, carries -0.64; number 9, C, carries -0.09; number 10, C, carries -0.10; number 11, H, carries 0.07; number 12, C, carries -0.04; number 13, H, carries 0.08; number 14, H, carries 0.10; number 15, H, carries 0.10; number 16, C, carries -0.10; number 17, F, carries -0.01; number 18, N, carries -0.11; number 19, H, carries 0.12; number 20, H, carries 0.09; number 21, H, carries 0.10; number 22, H, carries 0.08; number 23, H, carries 0.10; number 24, C, carries -0.10; number 25, C, carries -0.09; number 26, H, carries 0.09; number 27, C, carries -0.46; number 28, H, carries 0.06; number 29, C, carries -0.09; number 30, H, carries 0.10; number 31, H, carries 0.09; number 32, H, carries 0.09; number 33, H, carries 0.09; number 34, H, carries 0.11; number 35, H, carries 0.11; number 36, H, carries 0.08; number 37, H, carries 0.10; number 38, C, carries -0.10; number 39, C, carries -0.09; number 40, H, carries 0.07; number 41, C, carries -0.10; number 42, H, carries 0.10; number 43, H, carries 0.09; number 44, C, carries -0.10; number 45, H, carries 0.08; number 46, C, carries -0.10; number 47, H, carries 0.10; number 48, H, carries 0.09; number 49, C, carries -0.09; number 50, C, carries -0.10; number 51, H, carries 0.10; number 52, H, carries 0.10; number 53, C, carries -0.11; number 54, H, carries 0.10; number 55, C, carries -0.43; number 56, C, carries -0.10; number 57, C, carries -0.10; number 58, H, carries 0.10; number 59, C, carries -0.43; number 60, H, carries 0.13; number 61, C, carries -0.04; number 62, H, carries 0.10; number 63, C, carries -0.09; number 64, C, carries -0.07; number 65, C, carries -0.10; number 66, C, carries -0.09; number 67, H, carries 0.09; number 68, H, carries 0.10; number 69, H, carries 0.10; number 70, H, carries 0.07; number 71, H, carries 0.10; number 72, H, carries 0.10; number 73, H, carries 0.10; number 74, C, carries -0.10; number 75, H, carries 0.08; number 76, C, carries -0.10; number 77, C, carries -0.13; number 78, H, carries 0.10; number 79, H, carries 0.10; number 80, C, carries -0.09; number 81, O, carries -0.02; number 82, H, carries 0.04; number 83, H, carries 0.10; number 84, H, carries 0.10; number 85, I, carries 0.93; number 86, C, carries -0.03; number 87, H, carries 0.10; number 88, C, carries -0.09; number 89, C, carries -0.09; number 90, C, carries -0.11; number 91, C, carries -0.10; number 92, C, carries -0.02; number 93, C, carries -0.10; number 94, H, carries 0.10; number 95, C, carries -0.15

=====

[3]
The following is a DFT calculation (ωB97M-V/def2-TZVPD) of a cluster of 2 separate species, C4H7N3O in total at a distorted geometry.

Results
Orbital gap   8.660 eV
HOMO   -8.76 eV
Energy above the lowest of the compared OMol25 structures with the same formula, charge and spin   9.301 eV
Electronic energy   -10770.446 eV

Positions of all 15 atoms, in Å:
C  -2.37  0.39  0.35
N  -0.78  -1.06  -0.70
C  0.72  0.90  -0.26
H  1.35  -2.02  -0.77
O  2.68  -0.33  -0.08
H  -3.02  1.54  -0.40
N  2.20  0.88  -0.62
H  1.81  -1.82  1.35
C  1.62  -1.30  0.19
H  -1.57  0.93  0.96
H  -3.38  0.07  0.90
H  2.36  1.38  0.30
H  -0.03  1.54  -0.55
C  0.38  -0.41  0.04
N  -1.96  -0.69  -0.70

The computed Löwdin charges, all in e, follow: number 1, C, carries -0.14; number 2, N, carries 0.02; number 3, C, carries -0.03; number 4, H, carries 0.15; number 5, O, carries -0.21; number 6, H, carries 0.17; number 7, N, carries 0.01; number 8, H, carries 0.18; number 9, C, carries -0.14; number 10, H, carries 0.04; number 11, H, carries 0.07; number 12, H, carries 0.13; number 13, H, carries 0.08; number 14, C, carries -0.26; number 15, N, carries -0.06

=====

[4]
The following is a DFT calculation (ωB97M-V/def2-TZVPD) of an isolated molecule of C3H3N3OS at a distorted geometry.

Results
Orbital gap   9.684 eV
HOMO   -9.53 eV
Energy above the lowest of the compared OMol25 structures with the same formula, charge and spin   1.212 eV
Electronic energy   -20512.167 eV
SMILES string   O=Cn1ncnc1S

Positions of all 11 atoms, in Å:
H  -0.22  2.66  0.00
C  1.78  -0.51  0.02
H  -1.51  -2.56  0.02
S  -1.95  -1.30  0.00
C  -0.32  -0.74  -0.02
N  0.78  -1.46  0.00
N  0.02  0.61  0.01
C  -0.80  1.72  0.01
N  1.38  0.73  -0.01
H  2.84  -0.77  -0.03
O  -2.00  1.63  -0.01

The computed Löwdin charges, all in e, follow: number 1, H, carries 0.15; number 2, C, carries -0.19; number 3, H, carries -0.11; number 4, S, carries 0.89; number 5, C, carries -0.69; number 6, N, carries 0.07; number 7, N, carries -0.10; number 8, C, carries -0.25; number 9, N, carries 0.09; number 10, H, carries 0.11; number 11, O, carries 0.04

=====

[5]
The following is a DFT calculation (ωB97M-V/def2-TZVPD) of an isolated molecule of C7H12 at a distorted geometry.

Results
Orbital gap   8.154 eV
HOMO   -7.57 eV
Energy above the lowest of the compared OMol25 structures with the same formula, charge and spin   3.285 eV
Electronic energy   -7450.147 eV

Positions of all 19 atoms, in Å:
C  -1.24  -0.12  -0.64
H  0.82  -0.28  1.88
C  0.23  -0.96  1.26
H  -1.18  0.71  1.35
C  0.59  1.71  -0.72
H  2.10  -1.56  0.30
C  1.06  -0.60  -1.20
C  -1.11  -0.28  0.87
H  0.05  -1.84  1.88
H  -2.11  0.48  -0.92
H  1.46  2.04  -1.28
C  0.02  0.41  -1.32
H  0.76  -2.29  -0.39
H  -1.43  -1.11  -1.10
C  1.07  -1.34  0.05
H  -1.96  -0.86  1.25
H  -0.17  0.62  -2.38
H  0.88  1.60  0.33
H  -0.17  2.49  -0.77

The computed Löwdin charges, all in e, follow: number 1, C, carries -0.18; number 2, H, carries 0.10; number 3, C, carries -0.19; number 4, H, carries 0.10; number 5, C, carries -0.05; number 6, H, carries 0.11; number 7, C, carries 0.06; number 8, C, carries -0.19; number 9, H, carries 0.10; number 10, H, carries 0.11; number 11, H, carries 0.08; number 12, C, carries -0.44; number 13, H, carries 0.13; number 14, H, carries 0.12; number 15, C, carries -0.25; number 16, H, carries 0.11; number 17, H, carries 0.12; number 18, H, carries 0.08; number 19, H, carries 0.09

=====

electronic energy of number 1 (C20H27Cl2FIN2O2)? -64108.426 eV